Entry 1:
The following is a DFT calculation (the ωB97M-V functional and the def2-TZVPD basis) of a structure of composition C6H11NO at a distorted geometry.

Geometry as XYZ:
```
19
Properties=species:S:1:pos:R:3
C 1.331 -1.513 -0.835
C 0.357 -0.373 -0.997
C 0.529 0.869 0.532
C 0.259 0.393 -2.148
N 1.644 0.895 1.178
H 1.913 1.858 1.393
H 0.018 1.794 0.212
H 2.301 -1.233 -1.250
H 1.491 -1.764 0.216
H 0.945 -2.402 -1.337
H 1.138 0.882 -2.548
H -0.707 0.631 -2.572
C -2.040 0.363 1.449
C -0.816 -0.281 0.873
O -0.962 -0.670 -0.444
H -0.318 -1.028 1.492
H -1.945 0.467 2.533
H -2.932 -0.240 1.240
H -2.205 1.353 1.011
```

Relative energy (zero: lowest compared OMol25 entry of this formula, charge and spin) in eV: 4.656
Electronic energy in Ha: -365.0604
Total charge: 0
Multiplicity: 1

Taken from the natural (NBO) analysis, the atomic charges in e are: C -0.6517; C 0.2620; C 0.0581; C -0.3508; N -0.6968; H 0.3421; H 0.1470; H 0.2295; H 0.2265; H 0.2336; H 0.2043; H 0.2178; C -0.6514; C 0.1448; O -0.5632; H 0.1709; H 0.2240; H 0.2359; H 0.2173

Entry 2:
The following is a DFT calculation (the ωB97M-V functional and the def2-TZVPD basis) of a cluster of 4 separate species, C21H35BCl2N3O8 in total at a distorted geometry.

Geometry as XYZ:
```
70
Properties=species:S:1:pos:R:3
C 4.174 2.673 5.669
C 3.995 4.086 4.800
C 2.538 4.805 5.004
O 1.377 4.014 4.578
C 1.667 3.154 3.422
C 1.592 1.524 3.608
N 1.886 0.883 2.268
C 2.135 2.087 1.366
C 2.464 1.694 -0.191
Cl 1.332 2.608 -1.385
C 4.049 1.791 -0.610
C 5.048 1.755 0.690
Cl 4.360 3.265 -1.714
N 2.046 3.462 1.991
B 2.268 4.834 1.386
N 1.221 5.910 1.165
O 3.685 5.179 1.007
H 3.324 2.504 6.456
H 4.086 1.795 4.864
H 5.266 2.571 6.111
H 4.324 3.963 3.672
H 4.800 4.828 5.276
H 2.380 5.142 6.133
H 2.529 5.809 4.373
H 1.366 0.858 4.545
H 1.916 -0.140 2.061
H 2.163 0.545 -0.313
H 4.282 0.815 -1.257
H 4.955 2.757 1.309
H 4.893 0.809 1.364
H 6.155 1.738 0.265
H 1.000 6.369 2.097
H 1.714 6.682 0.627
H 4.046 5.679 1.814
O -3.045 -1.839 -0.589
C -2.610 -0.898 -1.233
O -1.616 -0.995 -2.164
C -1.288 0.311 -2.636
C -2.502 1.155 -2.347
C -3.048 0.528 -1.089
H -0.400 0.663 -2.101
H -1.065 0.270 -3.706
H -2.271 2.218 -2.242
H -3.232 1.046 -3.159
H -2.592 0.954 -0.191
H -4.137 0.604 -1.044
O -3.485 -3.316 -7.833
C -2.753 -3.348 -6.858
O -1.506 -2.794 -6.812
C -0.897 -3.115 -5.562
C -2.039 -3.432 -4.633
C -3.064 -4.033 -5.561
H -0.230 -3.971 -5.708
H -0.308 -2.263 -5.209
H -1.754 -4.092 -3.809
H -2.435 -2.505 -4.201
H -2.920 -5.110 -5.683
H -4.082 -3.812 -5.232
O -3.443 -8.184 0.293
C -3.732 -7.004 0.396
O -2.951 -5.978 -0.053
C -3.541 -4.737 0.331
C -4.997 -5.044 0.563
C -4.959 -6.465 1.067
H -3.042 -4.378 1.237
H -3.402 -4.000 -0.466
H -5.480 -4.347 1.253
H -5.541 -5.007 -0.389
H -4.821 -6.508 2.151
H -5.849 -7.021 0.767
```

Electronic energy in Ha: -2532.2027
Total charge: +1
Multiplicity: 1

Taken from the natural (NBO) analysis, the atomic charges in e are: C -0.6436; C -0.4703; C -0.0936; O -0.4948; C 0.4796; C -0.0771; N -0.5360; C 0.4892; C -0.2541; Cl -0.0036; C -0.2064; C -0.6665; Cl -0.0203; N -0.6691; B 1.2588; N -1.0910; O -0.9273; H 0.2311; H 0.2031; H 0.2480; H 0.2111; H 0.2497; H 0.2448; H 0.1750; H 0.2922; H 0.4833; H 0.2658; H 0.2530; H 0.2371; H 0.2284; H 0.2669; H 0.4150; H 0.4152; H 0.5093; O -0.5784; C 0.7945; O -0.4903; C -0.0749; C -0.4318; C -0.5307; H 0.1712; H 0.2061; H 0.2260; H 0.2219; H 0.2320; H 0.2561; O -0.5550; C 0.7818; O -0.4876; C -0.0693; C -0.4298; C -0.5306; H 0.1813; H 0.1850; H 0.2292; H 0.2047; H 0.2440; H 0.2450; O -0.5622; C 0.7832; O -0.4907; C -0.0800; C -0.4280; C -0.5305; H 0.1667; H 0.2246; H 0.2208; H 0.2088; H 0.2365; H 0.2474

Entry 3:
The following is a DFT calculation (the ωB97M-V functional and the def2-TZVPD basis) of a cluster of 4 separate species, C22H54BO3 in total.

Geometry as XYZ:
```
80
Properties=species:S:1:pos:R:3
B 3.636 0.469 0.790
C 2.850 0.571 -0.686
C 2.869 1.986 -1.276
C 2.045 2.982 -0.464
C 0.561 3.004 -0.826
C -0.295 3.774 0.187
C -0.864 2.997 1.402
C -0.281 1.611 1.726
C -1.245 0.452 1.485
C -1.390 -0.038 0.053
C -2.219 0.855 -0.886
H 4.170 1.564 1.006
H 4.494 -0.417 0.785
H 2.818 0.256 1.701
H 1.813 0.215 -0.631
H 3.367 -0.072 -1.406
H 2.530 1.992 -2.322
H 3.906 2.323 -1.284
H 2.136 2.727 0.594
H 2.439 3.997 -0.554
H 0.445 3.495 -1.795
H 0.224 1.975 -0.944
H 0.306 4.606 0.555
H -1.130 4.236 -0.341
H -1.945 2.905 1.294
H -0.728 3.627 2.280
H -0.055 1.595 2.791
H 0.665 1.434 1.225
H -0.927 -0.398 2.090
H -2.230 0.740 1.866
H -0.403 -0.213 -0.365
H -1.872 -1.017 0.089
H -3.085 0.320 -1.270
H -2.586 1.746 -0.383
H -1.639 1.189 -1.744
C -7.024 4.862 3.911
C -5.936 4.921 2.852
O -4.697 4.381 3.262
C -4.707 3.012 3.625
C -5.153 2.072 2.518
H -6.698 5.363 4.823
H -7.924 5.358 3.546
H -7.294 3.836 4.167
H -5.717 5.961 2.609
H -6.279 4.444 1.926
H -5.313 2.858 4.526
H -3.676 2.783 3.893
H -6.190 2.240 2.219
H -5.071 1.040 2.859
H -4.523 2.196 1.636
C 3.192 -5.012 2.604
C 4.173 -5.000 1.443
O 3.598 -5.333 0.194
C 2.558 -4.467 -0.242
C 2.949 -3.007 -0.359
H 2.702 -5.985 2.683
H 3.722 -4.811 3.536
H 2.423 -4.248 2.494
H 4.943 -5.757 1.606
H 4.679 -4.031 1.389
H 1.681 -4.573 0.409
H 2.265 -4.852 -1.221
H 3.231 -2.567 0.598
H 2.111 -2.423 -0.739
H 3.789 -2.880 -1.042
C 0.378 -1.823 -3.535
C 1.621 -1.920 -4.400
O 2.471 -2.997 -4.058
C 1.926 -4.293 -4.162
C 1.532 -4.696 -5.574
H 0.658 -1.752 -2.485
H -0.190 -0.930 -3.801
H -0.281 -2.685 -3.658
H 2.233 -1.031 -4.255
H 1.351 -1.959 -5.464
H 1.082 -4.422 -3.473
H 2.723 -4.949 -3.808
H 0.723 -4.079 -5.967
H 1.193 -5.733 -5.583
H 2.386 -4.603 -6.248
```

Electronic energy in Ha: -1121.1365
Total charge: -1
Multiplicity: 1

Taken from the Mulliken analysis, the atomic charges in e are: B 0.4660; C 0.4052; C -1.0766; C -0.7675; C -0.0078; C -1.0518; C -0.1793; C 0.2971; C -0.9135; C 0.6472; C -1.2533; H -0.2585; H -0.3656; H -0.3015; H -0.7502; H 0.1868; H 0.2300; H 0.5016; H 0.3689; H 0.3830; H 0.5382; H -0.2855; H 0.4375; H 0.3263; H -0.1169; H 0.4526; H 0.3878; H -0.4652; H 0.5345; H 0.0031; H -0.7334; H 0.6189; H 0.3553; H 0.1822; H 0.3286; C -1.0318; C -0.3354; O -0.4290; C -0.3907; C -1.0870; H 0.2829; H 0.3888; H 0.2663; H 0.3350; H 0.2995; H 0.3664; H 0.3411; H 0.3906; H 0.3908; H 0.2272; C -1.0494; C -0.3007; O -0.4508; C -0.4324; C -0.1312; H 0.2954; H 0.3901; H 0.2615; H 0.3518; H 0.3119; H 0.3536; H 0.0464; H 0.3299; H -0.3669; H 0.2301; C -0.7693; C -0.3883; O -0.4148; C -0.1744; C -1.3083; H 0.0100; H 0.4300; H 0.3238; H 0.3070; H 0.3276; H 0.2509; H 0.4034; H 0.2939; H 0.4248; H 0.3052

Entry 4:
The following is a DFT calculation (the ωB97M-V functional and the def2-TZVPD basis) of an isolated molecule of C6H12N2O4S at a distorted geometry.

Geometry as XYZ:
```
25
Properties=species:S:1:pos:R:3
C 1.465 1.801 0.655
C -1.480 1.138 -0.077
C -1.144 -0.848 1.191
C -2.076 0.408 -1.170
C -1.711 -1.702 0.078
C 0.749 0.588 0.997
N -0.517 0.321 0.680
N 3.300 0.242 -0.836
O 1.049 2.792 0.128
O 1.075 -0.862 -1.385
O 2.274 -1.757 0.573
O -2.576 -0.884 -0.774
S 1.851 -0.568 -0.207
H 2.608 1.798 0.752
H -0.969 2.111 -0.343
H -2.328 1.149 0.701
H -2.008 -0.671 1.807
H -0.479 -1.513 1.773
H -2.917 0.851 -1.758
H -1.239 0.200 -1.955
H -0.926 -2.226 -0.534
H -2.297 -2.582 0.503
H 1.084 0.060 1.881
H 4.116 -0.418 -0.912
H 3.095 0.573 -1.767
```

Relative energy (zero: lowest compared OMol25 entry of this formula, charge and spin) in eV: 4.210
Electronic energy in Ha: -1044.3660
Total charge: 0
Multiplicity: 1
Structure (SMILES): NS(=O)(=O)[C@@H](C=O)N1CCOCC1

Taken from the natural (NBO) analysis, the atomic charges in e are: C 0.3557; C -0.2647; C -0.2624; C -0.0930; C -0.0771; C -0.1795; N -0.4125; N -1.0713; O -0.5134; O -0.9495; O -0.9420; O -0.5476; S 2.0444; H 0.1735; H 0.2694; H 0.1893; H 0.1989; H 0.2270; H 0.2176; H 0.1835; H 0.1981; H 0.1967; H 0.2606; H 0.4054; H 0.3929